[1]
Here is a 2-piece molecular cluster, C2H2FOP overall in a non-equilibrium geometry from the Open Molecules 2025 dataset. Energies are from ωB97M-V with the def2-TZVPD basis set.

```
7
Properties=species:S:1:pos:R:3:forces:R:3
C -1.1744 -0.6130 -0.2422 0.275 1.366 0.704
C -0.6126 0.4321 0.3238 -1.124 -3.372 4.608
O -1.7012 -1.5188 -0.7002 -0.251 -1.004 -0.522
F 2.1257 -0.3809 -1.0909 -0.114 -0.290 -0.666
P 2.3737 0.2549 0.3340 0.249 0.245 0.652
H -0.3845 1.2848 -0.1001 1.060 3.819 -2.715
H -0.6268 0.5409 1.4757 -0.096 -0.764 -2.061
```
Positions in Å, forces in eV/Å.

Lowest unoccupied orbital energy (spin up / spin down) (eV): -0.84 / -0.82
Orbital gap (spin up / spin down) (eV): 7.09 / 7.09
HOMO (spin up / spin down) (hartree): -0.291 / -0.291

[2]
Here is C2H2FPm as an isolated structure in a non-equilibrium geometry from the Open Molecules 2025 dataset. Energies are from ωB97M-V with the def2-TZVPD basis set.

```
6
Properties=species:S:1:pos:R:3:forces:R:3
F -1.8813 0.0119 -0.0814 1.748 2.123 1.202
H -0.4692 -1.3100 -0.2457 2.639 1.380 1.417
C 0.3448 -0.4648 0.1647 -0.075 -1.680 -0.928
C -0.4879 0.5432 0.3343 -2.497 -1.748 -3.183
H -0.4262 1.5877 0.0250 -0.308 0.015 1.201
Pm 2.9198 -0.3680 -0.1970 -1.508 -0.090 0.291
```
Positions in Å, forces in eV/Å.

Lowest unoccupied orbital energy (spin up / spin down) (eV): -5.90 / -5.77
Net charge: +1
Orbital gap (spin up / spin down) (eV): 6.95 / 7.13
HOMO (spin up / spin down) (hartree): -0.472 / -0.474
Spin multiplicity: 6
<S²>: 8.76

> Number 1 is which compound?

C2H2FOP

What did the first record say?
Here is a 2-piece molecular cluster, C2H2FOP overall in a non-equilibrium geometry from the Open Molecules 2025 dataset. Energies are from ωB97M-V with the def2-TZVPD basis set.

```
7
Properties=species:S:1:pos:R:3:forces:R:3
C -1.1744 -0.6130 -0.2422 0.275 1.366 0.704
C -0.6126 0.4321 0.3238 -1.124 -3.372 4.608
O -1.7012 -1.5188 -0.7002 -0.251 -1.004 -0.522
F 2.1257 -0.3809 -1.0909 -0.114 -0.290 -0.666
P 2.3737 0.2549 0.3340 0.249 0.245 0.652
H -0.3845 1.2848 -0.1001 1.060 3.819 -2.715
H -0.6268 0.5409 1.4757 -0.096 -0.764 -2.061
```
Positions in Å, forces in eV/Å.

Lowest unoccupied orbital energy (spin up / spin down) (eV): -0.84 / -0.82
Orbital gap (spin up / spin down) (eV): 7.09 / 7.09
HOMO (spin up / spin down) (hartree): -0.291 / -0.291